1.
C6CrF18N3O12S6 as an isolated structure, computed with ωB97M-V/def2-TZVPD.

Last column: Mulliken spin population.
Element x y z (Å)
Cr (-0.15769, -0.04244, 0.09706)  3.398
C (1.83345, 2.89391, 0.22187)  0.014
F (0.59626, 3.04858, -0.15895)  0.007
F (2.37625, 2.06214, -0.63567)  0.012
F (2.48524, 3.99263, 0.25783)  0.000
S (1.68261, 2.14976, 1.99380)  0.023
O (2.98746, 2.22851, 2.62147)  0.004
O (0.73888, 2.98387, 2.69260)  -0.001
N (1.07250, 0.54800, 1.63682)  0.081
S (1.41324, -0.18964, 2.95804)  0.029
O (2.81768, -0.70730, 3.13185)  0.000
O (0.80157, 0.46407, 4.09041)  0.002
C (0.33299, -1.79725, 2.92907)  0.015
F (0.06725, -2.33506, 4.14210)  0.000
F (-0.80916, -1.44519, 2.30222)  0.023
F (0.96507, -2.75486, 2.26178)  0.000
C (2.79083, -3.19096, -0.09805)  0.005
F (1.87730, -4.18751, 0.31313)  0.000
F (3.48189, -2.57224, 0.98916)  0.001
F (3.72672, -3.74361, -0.89703)  -0.001
S (1.91603, -1.83672, -1.31486)  0.060
O (2.31939, -0.51124, -0.81078)  0.017
O (2.31548, -2.16543, -2.68396)  0.001
N (0.32686, -1.76686, -0.87990)  0.031
S (-0.30668, -2.92950, -1.70445)  0.054
O (-0.96812, -2.45068, -2.92289)  0.006
O (0.49969, -4.14112, -1.89681)  -0.002
C (-1.77426, -3.31172, -0.55259)  0.001
F (-2.31433, -2.12356, -0.27054)  0.037
F (-2.74064, -4.05057, -0.98616)  0.000
F (-1.31345, -3.92090, 0.52172)  0.001
C (-2.55331, 3.51313, 0.74292)  0.004
F (-2.02977, 4.21155, -0.34530)  0.000
F (-1.71877, 3.58619, 1.73205)  0.001
F (-3.67027, 4.05692, 1.08651)  0.000
S (-2.81656, 1.63064, 0.31457)  0.032
O (-2.47882, 0.84999, 1.49533)  0.019
O (-4.14222, 1.48926, -0.23361)  0.004
N (-1.43592, 1.33648, -0.75593)  0.034
S (-2.11326, 1.56719, -2.21532)  0.060
O (-2.70053, 0.42867, -2.76625)  0.007
O (-2.76138, 2.83468, -2.56249)  0.003
C (-0.44952, 1.58605, -3.27266)  0.010
F (0.20581, 0.42766, -3.04810)  0.010
F (-0.66988, 1.70234, -4.56043)  -0.001
F (0.29408, 2.58219, -2.95954)  0.000

Properties
2S+1: 5
⟨S²⟩: 6.0098
E_HOMO (spin up / spin down): -8.25 / -8.38 eV
total charge: -1
max |F|: 7.78 eV/A
lowest unoccupied orbital energy (spin up / spin down): 0.629 / 2.052 eV
HOMO-LUMO gap (spin up / spin down): 8.9 / 10.4 eV

=====

2.
C6CrF18O18S6 as an isolated structure, computed with ωB97M-V/def2-TZVPD.

Last column: Mulliken spin population.
Element x y z (Å)
Cr (-15.97196, 19.09511, -1.32776)  3.988
C (-15.86932, 20.78454, -5.39201)  0.005
F (-17.16276, 20.58959, -5.18812)  0.000
F (-15.66975, 20.76071, -6.68114)  0.000
F (-15.40301, 21.86009, -4.81625)  0.000
S (-14.93161, 19.30414, -4.55357)  0.014
O (-15.62661, 19.15904, -3.26652)  -0.024
O (-15.16081, 18.16931, -5.41115)  0.002
O (-13.50970, 19.70746, -4.42281)  0.003
C (-13.49534, 22.02978, 0.56135)  0.005
F (-12.51879, 22.95374, 0.78163)  0.000
F (-12.88079, 20.80453, 0.71799)  0.000
F (-14.43356, 22.22307, 1.43355)  0.000
S (-14.22113, 22.10552, -1.21980)  0.012
O (-14.70090, 23.46502, -1.41739)  0.002
O (-13.10573, 21.70722, -2.12710)  0.001
O (-15.26014, 21.05358, -1.14467)  0.013
C (-14.69451, 18.94862, 3.17108)  0.005
F (-14.27212, 20.23403, 2.93635)  0.000
F (-13.91097, 18.05819, 2.61070)  0.000
F (-14.81965, 18.62603, 4.55234)  0.000
S (-16.43248, 18.96917, 2.25506)  0.013
O (-17.01290, 20.15269, 2.84304)  0.003
O (-16.29155, 19.08699, 0.79916)  0.010
O (-17.11198, 17.70865, 2.64069)  0.003
C (-17.25685, 15.11842, -3.38071)  0.006
F (-16.81698, 15.64967, -4.44827)  0.000
F (-18.28293, 14.25422, -3.55830)  0.000
F (-16.20265, 14.53844, -2.71526)  0.000
S (-17.86033, 16.54716, -2.20655)  0.029
O (-18.49716, 17.51484, -3.13522)  0.001
O (-18.82730, 15.91277, -1.28187)  0.001
O (-16.75855, 17.20997, -1.46521)  0.049
C (-20.11627, 20.69641, -0.78087)  0.001
F (-21.04750, 21.59753, -0.75475)  0.000
F (-19.52816, 20.74681, 0.37186)  -0.001
F (-20.75646, 19.52008, -0.84398)  0.000
S (-18.86349, 20.87050, -2.22376)  0.005
O (-19.55054, 20.35557, -3.42351)  0.001
O (-18.67967, 22.35509, -2.31658)  0.000
O (-17.70414, 20.10197, -1.75181)  -0.073
C (-11.85292, 17.47477, 0.24611)  -0.001
F (-10.57507, 17.22231, -0.08197)  0.000
F (-12.34504, 16.45333, 0.85077)  0.000
F (-11.87223, 18.48493, 1.00382)  0.000
S (-12.76591, 17.80315, -1.51760)  -0.001
O (-12.02409, 18.83979, -2.23113)  0.000
O (-12.75503, 16.49929, -2.15158)  0.001
O (-14.16577, 18.28637, -1.17748)  -0.072

Properties
2S+1: 5
⟨S²⟩: 6.0039
E_HOMO (spin up / spin down): 4.20 / 0.91 eV
total charge: -4
max |F|: 5.26 eV/A
lowest unoccupied orbital energy (spin up / spin down): 8.232 / 8.230 eV
HOMO-LUMO gap (spin up / spin down): 4.0 / 7.3 eV

=====

3.
A 2-piece molecular cluster, C6H10 overall, computed with ωB97M-V/def2-TZVPD.

Last column: Löwdin charge in e.
Element x y z (Å)
C (1.70683, 0.23117, -0.71778)  -0.157
C (2.31648, -0.14422, 0.60413)  -0.153
C (0.88017, 0.26151, 0.53050)  -0.199
C (-1.42414, -1.04472, 0.36305)  0.062
C (-2.28335, 0.18437, 0.45725)  -0.228
C (-1.95344, -0.38640, -0.87497)  -0.224
H (1.51022, -0.55619, -1.44118)  0.099
H (2.00257, 1.18092, -1.15431)  0.095
H (2.51530, -1.19500, 0.79443)  0.101
H (3.01584, 0.54369, 1.06704)  0.095
H (0.55664, 1.21316, 0.94354)  0.107
H (0.18677, -0.57954, 0.69691)  0.016
H (-3.24346, 0.00154, 0.93421)  0.095
H (-1.83623, 1.13755, 0.73060)  0.095
H (-2.66429, -1.01831, -1.40412)  0.096
H (-1.28591, 0.17046, -1.52930)  0.101

Properties
2S+1: 1
E_HOMO: -8.83 eV
max |F|: 0.35 eV/A
lowest unoccupied orbital energy: -0.001 eV
HOMO-LUMO gap: 8.8 eV

=====

4.
The molecule C6H10, computed with ωB97M-V/def2-TZVPD.

Last column: Löwdin charge in e.
Element x y z (Å)
C (2.71917, -0.52361, 0.47219)  -0.125
C (1.87089, 0.60788, -0.20183)  -0.232
C (0.50840, -0.02428, -0.53920)  -0.123
C (-0.68285, 0.37562, -0.09135)  -0.156
C (-1.95132, -0.27677, -0.28769)  -0.237
C (-3.05918, -0.02673, 0.39657)  -0.030
H (2.19240, -0.93624, 1.33277)  0.066
H (3.76799, -0.21639, 0.69646)  0.072
H (2.81896, -1.44440, -0.18313)  0.078
H (1.79742, 1.32398, 0.59324)  0.082
H (2.30855, 1.20548, -1.03482)  0.112
H (0.46050, -0.93681, -1.08279)  0.093
H (-0.70488, 1.32063, 0.55706)  0.135
H (-1.99796, -1.20148, -0.92341)  0.117
H (-2.97127, 0.63597, 1.28280)  0.058
H (-4.10242, -0.54346, 0.26965)  0.090

Properties
2S+1: 1
SMILES string: C=C/C=C/CC
E_HOMO: -8.66 eV
max |F|: 2.73 eV/A
lowest unoccupied orbital energy: 1.147 eV
HOMO-LUMO gap: 9.8 eV

=====

5.
A 2-piece molecular cluster, C6H10 overall, computed with ωB97M-V/def2-TZVPD.

Last column: Löwdin charge in e.
Element x y z (Å)
C (-0.43846, -2.50199, 1.08824)  -0.093
C (0.80734, -2.17183, 0.76555)  -0.096
C (1.96526, 1.02436, -0.52408)  -0.010
C (0.66126, 0.97575, -0.44031)  -0.136
C (-0.64128, 0.91893, -0.35150)  -0.171
C (-1.58095, 2.03865, -0.71526)  -0.106
H (-0.85140, -2.28249, 2.07011)  0.049
H (-1.09766, -3.00512, 0.38448)  0.049
H (-1.07649, -0.01146, 0.01632)  0.082
H (1.22163, -2.38546, -0.21650)  0.053
H (1.46645, -1.66517, 1.46564)  0.052
H (2.57312, 1.36671, 0.31064)  0.057
H (2.48635, 0.72625, -1.43122)  0.056
H (-1.03425, 2.91835, -1.06510)  0.074
H (-2.27199, 1.72434, -1.50634)  0.071
H (-2.18895, 2.33017, 0.14933)  0.071

Properties
2S+1: 1
SMILES string: C=C=CC.C=C
E_HOMO: -9.37 eV
max |F|: 0.21 eV/A
lowest unoccupied orbital energy: 1.089 eV
HOMO-LUMO gap: 10.5 eV

=====

6.
A 2-piece molecular cluster, C6H10 overall, computed with ωB97M-V/def2-TZVPD.

Last column: Löwdin charge in e.
Element x y z (Å)
C (-1.51567, -0.03894, -0.11453)  -0.087
C (-0.50236, -0.31365, -1.18515)  -0.238
C (0.81316, 0.46382, -1.13192)  -0.153
C (1.45345, -0.00630, 0.15710)  -0.122
C (0.71046, -0.92248, 0.78093)  -0.088
C (-0.55953, -1.19664, 0.04433)  -0.235
H (-2.55147, -0.28419, -0.33504)  0.100
H (-1.38683, 0.83447, 0.51834)  0.068
H (-0.31737, 2.00921, 2.27465)  0.048
H (-0.85088, -0.68564, -2.14385)  0.131
H (1.45191, 0.25069, -1.99886)  0.108
H (0.64470, 1.54916, -1.12428)  0.112
H (0.20743, 1.55875, 2.00015)  0.024
H (2.39681, 0.39221, 0.52216)  0.099
H (0.96921, -1.40567, 1.71912)  0.103
H (-0.96302, -2.20480, 0.01685)  0.129

Properties
2S+1: 1
SMILES string: C1=C[C@H]2C[C@H]2C1.[H][H]
E_HOMO: -8.83 eV
max |F|: 0.22 eV/A
lowest unoccupied orbital energy: 1.305 eV
HOMO-LUMO gap: 10.1 eV

=====

7.
The molecule C6H10, computed with ωB97M-V/def2-TZVPD.

Last column: Löwdin charge in e.
Element x y z (Å)
C (-0.44278, -1.01815, 1.41612)  -0.053
C (0.49233, -0.79287, 0.27752)  -0.434
C (1.80099, -0.93597, 0.34056)  0.033
C (-0.07385, 1.25035, -0.59190)  -0.177
C (-1.18478, 1.87995, -0.93613)  -0.008
C (-0.07371, -0.20859, -0.94723)  -0.202
H (0.07585, -1.33471, 2.32010)  0.077
H (-1.11400, -1.81183, 1.08438)  0.085
H (-1.06256, -0.15303, 1.68055)  0.085
H (2.22790, -1.27542, 1.26161)  0.053
H (2.42588, -0.83670, -0.54120)  0.068
H (0.70965, 1.86272, -0.08709)  0.130
H (-2.12364, 1.40412, -1.17511)  0.061
H (-1.10667, 2.92408, -1.04291)  0.036
H (0.54196, -0.40344, -1.83869)  0.123
H (-1.09258, -0.55051, -1.22057)  0.124

Properties
2S+1: 1
SMILES string: C=CCC(=C)C
E_HOMO: -9.03 eV
max |F|: 1.85 eV/A
lowest unoccupied orbital energy: 1.182 eV
HOMO-LUMO gap: 10.2 eV

=====

8.
The molecule C6H10, computed with ωB97M-V/def2-TZVPD.

Last column: Löwdin charge in e.
Element x y z (Å)
C (-0.66048, -1.23369, 0.67406)  -0.269
C (-1.29270, 0.14935, 0.43416)  -0.187
C (-0.59666, 0.63098, -0.84813)  -0.226
C (0.82801, 1.05817, -0.50963)  -0.196
C (1.49952, -0.23516, 0.01600)  -0.246
C (0.62932, -1.46150, -0.04713)  0.040
H (-0.29276, -1.39472, 1.70604)  0.125
H (-1.37944, -2.04269, 0.49764)  0.097
H (-2.37702, 0.06971, 0.30743)  0.104
H (-1.12449, 0.85042, 1.26517)  0.109
H (-1.16211, 1.34668, -1.44222)  0.108
H (1.35245, 1.40961, -1.40476)  0.106
H (0.85124, 1.88574, 0.21489)  0.108
H (1.69986, -0.17865, 1.10108)  0.124
H (2.46732, -0.41293, -0.46050)  0.088
H (-0.47214, -0.27065, -1.48408)  0.114

Properties
2S+1: 1
E_HOMO: -7.92 eV
max |F|: 0.85 eV/A
lowest unoccupied orbital energy: 0.236 eV
HOMO-LUMO gap: 8.2 eV

=====

Per-record energy relative to the best compared isomer or geometry (same formula, charge and spin), eV: 3.927, 3.515, 5.523, 1.498, 2.412, 1.921, 1.683, 3.534